Formula: C9H22CrN4O7
Source: the Open Molecules 2025 dataset
Level of theory: ωB97M-V with the def2-TZVPD basis set

Each line ends with the Mulliken spin population.
Cartesian coordinates (Å):
H  2.71850  -1.15076  -2.65217  -0.009
C  1.52173  2.35581  2.64847  -0.006
H  2.60284  2.39843  2.86600  0.002
H  -3.75846  -2.22964  -1.20218  0.000
O  -1.57873  -1.19416  1.53043  0.249
Cr  0.80647  -0.89540  -0.35842  3.058
N  -1.07294  -1.08429  0.34718  0.210
H  -3.21006  -2.61638  0.47842  -0.007
H  -1.51527  -1.41940  -3.92796  0.002
H  -1.41346  -2.48924  2.99286  0.000
C  1.44279  -2.06773  0.92859  -0.135
C  1.94511  1.84898  0.19505  0.042
H  1.12757  3.37060  2.46907  0.002
H  -0.67451  -0.35726  2.16770  0.004
O  -1.49550  1.99756  -0.52207  0.002
H  2.12697  4.00343  0.11697  0.002
C  -1.48658  -1.00359  -1.92455  0.181
C  -3.29081  -1.83723  -0.29050  0.012
O  -0.24727  0.45632  -3.03594  0.366
H  -3.87775  -0.99325  0.10332  -0.006
O  1.72319  1.60082  -2.01642  0.003
H  -0.36723  -3.06483  3.93108  0.000
C  1.37861  1.51581  1.42587  0.028
O  0.15216  0.06397  2.48856  0.002
H  3.12071  3.03666  -1.03014  0.000
C  -1.94126  -1.36210  -0.64214  -0.129
H  -1.25574  2.70657  -1.14032  0.000
N  -0.37894  -0.20758  -1.96549  0.009
O  1.76382  -1.26563  -2.87240  0.098
H  1.96520  -2.20447  -0.10012  0.009
H  1.33736  0.89656  -2.66071  0.003
H  3.46386  3.08279  0.74905  0.001
O  -1.29260  -3.20541  3.64815  0.004
H  1.00337  1.95244  3.51973  0.000
H  -2.58034  -0.04603  -3.45486  0.014
H  2.20597  -1.61300  1.59373  0.034
C  -2.22528  -1.04753  -3.18448  0.022
H  -3.07135  -1.71684  -3.04203  0.002
H  1.08167  -3.10602  1.06953  0.019
H  -1.82045  2.46415  0.27608  0.000
N  1.62125  1.00952  -0.80998  -0.023
N  0.74557  0.33809  1.31662  -0.068
C  2.69981  3.07928  -0.02958  0.001

- 2S+1 = 5
- orbital gap (alpha / beta) (eV) = 7.2 / 6.1
- energy relative to the best compared isomer or geometry (same formula, charge and spin) (eV) = 4.408
- HOMO level (alpha / beta) (eV) = -7.891 / -7.963

Formula: C36H37MgO4P2
Source: the Open Molecules 2025 dataset
Level of theory: ωB97M-V with the def2-TZVPD basis set

Each line ends with the Löwdin charge.
Cartesian coordinates (Å):
H  -0.26421  -0.58384  -7.82164  0.096
H  -0.45021  -2.90324  5.71598  0.095
C  3.31252  -0.33986  -2.05828  -0.145
Mg  1.17311  0.77615  -0.22029  0.528
H  -2.23609  -1.99311  -8.31578  0.090
H  0.75930  4.46651  2.09671  0.099
H  -1.38124  -5.85639  0.09060  0.092
C  -0.17508  -1.99933  5.18716  -0.102
C  2.97674  1.48081  1.17072  -0.751
C  0.31503  5.61086  3.85624  -0.090
H  -2.03947  -1.01556  5.58210  0.098
C  -1.68231  1.72050  -0.22477  -0.740
C  0.20490  3.16264  5.16365  -0.089
H  -3.10941  2.34136  1.30530  0.075
C  1.91153  -0.23646  -1.94800  -0.153
H  0.48630  -0.27822  -5.48958  0.106
C  0.00213  5.56166  5.20807  -0.106
H  -3.56678  2.29684  -1.14423  0.071
H  3.92219  0.25457  -1.38562  0.073
H  3.71452  -2.57073  -4.56986  0.089
P  0.83027  1.75731  2.70114  1.132
C  -1.89951  -1.86571  -7.29406  -0.116
H  -3.16907  0.57121  -1.31485  0.066
C  -2.39371  1.53297  1.13118  -0.052
C  -1.25542  -4.95379  -0.49543  -0.109
H  -2.32577  1.76883  -2.30290  0.065
H  -2.69246  -2.78891  -4.13477  0.100
H  1.27348  -2.46800  -4.50034  0.084
C  -1.01053  -1.55909  -4.64539  -0.396
C  -0.79218  -1.07640  -7.01329  -0.098
C  -2.75800  1.58173  -1.32074  -0.071
C  -0.36378  -0.91478  -5.70573  -0.113
O  1.51385  -1.18873  0.91972  -0.054
C  -0.05477  4.33797  5.85641  -0.094
O  3.65118  0.45784  0.95688  -0.016
H  2.94645  2.94669  2.73809  0.090
H  -0.39302  3.28383  0.50612  0.036
C  0.52468  0.32997  3.80457  -0.353
H  1.75051  -2.73167  4.59409  0.102
C  -1.06793  -0.93987  5.10936  -0.093
O  -0.64156  0.80862  -0.37518  -0.326
C  -0.73113  0.20409  4.40504  -0.122
H  3.21735  1.29298  3.35251  0.083
C  -2.57570  -2.48399  -6.25209  -0.104
C  3.22207  -1.92601  -3.84962  -0.119
C  -1.27756  -2.55526  -0.67054  -0.099
H  2.45335  -0.92063  0.82648  0.032
H  2.36482  -0.69655  3.38001  0.093
H  -2.92715  0.58015  1.15675  0.078
C  2.68619  1.89583  2.61900  -0.201
C  -0.90660  -2.62700  -2.01467  -0.351
H  -0.20766  6.47633  5.74836  0.095
C  1.18292  -1.03597  -2.88410  -0.392
P  -0.66096  -1.03038  -2.91576  1.136
C  -1.43333  -3.70881  0.08741  -0.090
H  -0.30823  4.29706  6.90883  0.097
H  -0.41618  -3.96826  -3.62335  0.097
C  1.05820  -1.89979  4.56254  -0.083
C  -1.11752  3.15207  -0.29920  -0.047
H  -1.45210  1.00800  4.31400  0.102
C  1.84325  -1.86240  -3.80438  -0.146
H  -1.69817  -3.63163  1.13546  0.100
H  -1.65545  1.54315  1.93073  0.015
H  -0.59791  3.26103  -1.25358  0.087
H  0.36113  6.56402  3.34463  0.100
H  -0.76838  -6.00668  -2.30133  0.095
C  -0.90348  -5.03645  -1.83666  -0.097
H  -1.42009  -1.57306  -0.23488  0.087
O  2.39837  2.19449  0.29226  -0.091
H  1.28437  -1.65614  0.10105  0.050
C  3.96085  -1.15585  -2.97149  -0.117
C  -0.71453  -3.88596  -2.58627  -0.104
C  1.40753  -0.74440  3.88056  -0.096
C  -2.14429  -2.32157  -4.94466  -0.113
H  -3.44684  -3.09458  -6.46053  0.094
H  5.04560  -1.19756  -2.99726  0.089
C  0.54922  4.43686  3.16082  -0.106
C  0.50740  3.19793  3.80643  -0.343
H  -1.89679  3.91374  -0.21224  0.076
H  0.17126  2.21605  5.68636  0.094

- orbital gap (eV) = 7.3
- total charge = -1
- energy relative to the best compared isomer or geometry (same formula, charge and spin) (eV) = 1.000
- HOMO level (eV) = -4.720

Formula: C4H6O2
Source: the Open Molecules 2025 dataset
Level of theory: ωB97M-V with the def2-TZVPD basis set

Each line ends with the natural charge from an NBO analysis.
Cartesian coordinates (Å):
C  -0.64449  0.21580  -0.41637  -0.358
H  1.13706  -1.08355  -0.09524  0.222
C  0.38154  0.86023  0.45487  0.099
H  -0.75142  -1.83478  0.31146  0.109
H  0.53158  1.89408  0.14226  0.181
H  1.29960  0.92576  2.12200  0.474
O  0.43057  0.63050  1.82099  -0.690
H  1.45737  0.13078  -1.41777  0.228
C  -1.29823  -1.10745  -0.31833  0.438
O  -2.22129  -1.43434  -1.02707  -0.533
C  0.87874  -0.11489  -0.53715  -0.411
H  -1.20103  0.91787  -1.03965  0.242

- orbital gap (eV) = 10.4
- energy relative to the best compared isomer or geometry (same formula, charge and spin) (eV) = 2.095
- HOMO level (eV) = -9.783
- SMILES = O=C[C@@H]1C[C@@H]1O

Formula: C24H38KOP2S4
Source: the Open Molecules 2025 dataset
Level of theory: ωB97M-V with the def2-TZVPD basis set

Each line ends with the natural charge from an NBO analysis.
Cartesian coordinates (Å):
C  0.21385  2.55056  16.56089  -0.705
C  0.52851  -0.32748  23.16516  -0.534
H  -0.23510  -1.04685  22.85865  0.237
H  6.59771  -3.13179  13.86782  0.228
H  -0.34332  3.70699  20.10010  0.237
H  0.54864  1.63031  14.62829  0.230
H  4.30006  1.34011  15.58289  0.239
C  4.72107  -4.39467  19.42744  -0.237
C  5.22947  -3.19754  18.93903  -0.177
H  -1.00099  4.23457  18.53543  0.230
S  0.55994  0.88810  21.82067  0.174
H  1.66618  -1.84805  24.15081  0.239
H  -0.28944  0.60481  15.78061  0.225
H  3.25120  -1.04567  14.70772  0.239
H  5.68626  0.42884  21.97179  0.237
H  8.37114  -3.36301  20.16292  0.228
H  6.91992  -1.88047  18.80537  0.222
H  3.53588  3.17793  21.86575  0.232
C  5.71787  -3.34656  14.46016  -0.197
K  1.73813  -0.49321  19.02006  0.827
H  2.38859  2.95589  20.55976  0.236
C  4.33325  -1.21903  22.10661  -0.542
C  4.61380  0.28070  22.05339  -0.543
S  4.19188  -2.08200  17.97631  1.278
H  1.57207  -1.51578  14.94401  0.237
H  0.73410  4.40781  18.88899  0.236
H  2.59071  -4.09453  16.60667  0.233
P  0.18992  2.10571  18.35253  0.750
H  -0.73531  3.01356  16.29473  0.229
C  6.53846  -2.81968  19.19053  -0.242
C  4.41397  -2.97282  16.42788  -0.286
H  4.84856  -1.73686  21.28943  0.234
C  6.85212  -4.83896  20.45329  -0.191
C  3.29929  1.77735  15.54996  -0.936
H  3.05293  2.08150  14.52881  0.228
H  -2.23494  2.02925  17.99007  0.231
C  7.35027  -3.64755  19.95197  -0.205
H  -1.55728  0.39633  18.06114  0.227
H  3.68866  -4.66759  19.23408  0.241
H  2.56298  -0.36034  23.91110  0.214
H  6.27520  -1.97669  16.02048  0.222
C  2.23339  -0.66569  14.76951  -0.938
C  -0.14179  3.77173  19.02857  -0.938
H  2.20758  1.68452  23.34906  0.219
H  7.49485  -5.48138  21.04639  0.229
H  1.97087  -0.20734  13.81412  0.227
H  5.13831  -6.14185  20.58983  0.228
S  2.60391  -1.73637  21.93685  0.191
C  0.51143  1.33948  15.68113  -0.701
H  0.16037  0.14662  24.07117  0.233
H  -1.75724  1.31864  19.54961  0.246
P  2.10336  0.52592  16.15190  0.752
H  4.28815  0.77784  22.97588  0.220
C  4.77535  -4.26532  14.02223  -0.194
S  3.81658  1.12431  20.64910  0.167
C  5.54247  -2.70110  15.67340  -0.214
H  0.98803  3.30647  16.42366  0.228
C  1.84902  -1.03547  23.44207  -0.544
O  2.79308  -2.35534  18.40028  -1.033
H  3.30294  2.65831  16.19758  0.235
C  1.78025  2.08953  22.43471  -0.544
H  2.92464  -5.25714  14.44781  0.225
C  2.85066  2.46226  21.41751  -0.528
C  3.47129  -3.89245  16.00304  -0.166
C  5.53702  -5.21298  20.19147  -0.182
H  1.25807  3.00327  22.71688  0.237
C  3.66040  -4.54241  14.79260  -0.199
C  -1.50191  1.39854  18.49053  -0.942
H  4.72938  -1.63747  23.03034  0.234
H  4.91426  -4.75795  13.07159  0.228

- orbital gap (eV) = 8.9
- total charge = +1
- energy relative to the best compared isomer or geometry (same formula, charge and spin) (eV) = 0.000
- HOMO level (eV) = -10.740

Formula: C16H31FNO3
Source: the Open Molecules 2025 dataset
Level of theory: ωB97M-V with the def2-TZVPD basis set

Each line ends with the natural charge from an NBO analysis.
Cartesian coordinates (Å):
H  2.68140  -2.53046  3.77176  0.224
H  5.42691  -0.37841  0.47146  0.252
H  0.37014  0.52468  4.12571  0.216
C  0.70987  -1.62148  3.36144  -0.413
C  -1.66175  1.47658  -3.96838  -0.430
H  4.06220  -0.59988  4.16012  0.189
C  -2.28517  0.25893  0.32766  0.085
H  -1.80817  1.35079  -5.08059  0.253
H  -1.93139  1.76307  -1.25115  0.268
H  0.41267  -0.21428  -5.09131  0.256
H  0.09895  -0.35238  1.16629  0.203
H  -2.45581  -1.76387  -2.96660  0.268
H  -2.64209  1.56157  -3.38474  0.215
H  0.59434  1.21613  1.93628  0.223
C  3.50643  -0.35548  1.71125  0.818
H  1.87358  -1.85788  5.25990  0.220
H  -1.63026  3.79085  -3.90609  0.243
O  2.85788  0.36165  2.73533  -0.567
H  -1.51372  2.04657  1.36219  0.213
H  -3.36575  0.64993  0.28115  0.193
C  -2.86492  -1.78259  -0.78492  -0.080
C  -0.12502  -0.26086  3.46656  -0.411
H  2.72369  0.39480  4.88758  0.211
H  -0.36220  1.13673  -0.60246  0.267
C  -1.66490  0.94405  1.64620  -0.415
H  0.28896  0.88946  -3.04105  0.249
O  3.16338  -1.45333  1.26081  -0.570
H  0.05870  -2.43604  3.84111  0.216
H  4.35116  1.18183  0.37229  0.237
H  0.03896  -1.68924  -3.98196  0.245
C  -1.41705  0.80067  -0.90053  -0.293
C  -0.93294  2.91729  -3.74674  -0.609
N  -1.22452  -0.19613  -2.00663  0.148
H  0.91123  -1.97285  2.30394  0.226
H  5.32842  0.86237  1.90039  0.238
C  4.77763  0.35182  1.03845  -0.727
C  -0.70847  0.38561  -3.29098  -0.066
O  -2.37709  -1.17218  0.42422  -0.513
C  2.96114  -0.30298  4.02219  -0.088
C  -0.18964  0.38165  1.99166  -0.420
C  -0.35761  -0.71586  -4.40905  -0.641
H  -1.19534  -0.45041  3.81947  0.209
H  -3.36103  -0.30477  -2.38835  0.257
H  -2.36331  -2.80818  -0.88130  0.217
H  -1.25769  -0.97956  -5.05470  0.228
F  -0.24250  -1.06799  -1.56621  -0.179
H  -0.48971  2.87411  -2.69492  0.194
H  -2.34152  0.86137  2.54761  0.241
H  -0.05038  2.91513  -4.47650  0.224
C  2.09080  -1.63039  4.16601  -0.438
H  -3.98868  -2.01150  -0.75236  0.216
C  -2.47981  -0.98865  -2.13150  -0.299

- orbital gap (eV) = 9.8
- total charge = +1
- HOMO level (eV) = -12.364
- SMILES = CC[C@H](C)[N@+]1(F)CCO[C@@H](CCCCCCOC(C)=O)C1

Formula: C19H21NO3
Source: the Open Molecules 2025 dataset
Level of theory: ωB97M-V with the def2-TZVPD basis set

Each line ends with the natural charge from an NBO analysis.
Cartesian coordinates (Å):
H  -6.48587  -1.61268  7.14990  0.186
H  -5.99700  -6.22928  -3.03969  0.234
C  -6.29487  -2.58909  7.60633  -0.257
H  -6.28263  -2.50009  8.68868  0.209
C  -5.35235  -4.96650  -1.42276  0.071
H  -5.59897  -4.56939  -3.50992  0.232
C  -3.95023  -4.90870  -1.40555  -0.245
C  -3.19502  -1.07316  -0.99583  -0.700
C  -6.03873  -4.84265  -0.21106  -0.248
H  -7.06074  -3.30803  7.29885  0.183
C  -5.50051  -2.94677  4.87956  -0.287
C  -4.66234  -3.27083  5.97657  0.363
H  -7.12413  -4.95972  -0.19883  0.220
H  -7.12204  -4.89611  -2.66258  0.223
C  -3.21102  -3.76703  2.03125  0.141
O  -1.25479  -1.55261  3.02433  -0.639
H  -3.40094  -5.10503  -2.32518  0.224
C  -2.88637  -3.90243  4.45890  -0.079
C  -3.27126  -4.56083  -0.26199  -0.100
H  -1.88895  -4.30824  4.25871  0.235
H  -5.64399  -2.82409  2.73996  0.226
H  -2.71036  1.23109  2.07799  0.216
C  -6.06411  -5.17763  -2.72355  -0.644
H  -3.66234  -0.10022  -0.80349  0.221
H  -5.90348  -4.59632  1.90313  0.222
H  -2.71283  -3.97698  6.59087  0.237
C  -2.11104  0.65603  2.79419  -0.706
H  -6.50261  -2.55233  5.05188  0.220
C  -3.70877  -3.58106  3.34316  -0.197
O  -1.27776  -2.16418  -0.05019  -0.672
H  -1.11480  1.10204  2.86723  0.229
H  -2.54777  0.72813  3.79894  0.227
C  -2.00438  -0.79947  2.37800  0.691
C  -2.31236  -1.49459  0.15971  0.652
H  -2.60105  -1.00856  -1.91138  0.220
O  -4.98372  -3.07029  7.28023  -0.478
H  -2.13578  -3.67769  1.90013  0.269
C  -5.01520  -3.08222  3.59303  -0.122
H  -2.18422  -4.48639  -0.26621  0.254
H  -3.98290  -1.82145  -1.17964  0.217
C  -5.35954  -4.56718  0.96642  -0.131
C  -3.95873  -4.28239  0.94778  -0.108
N  -2.82849  -1.18796  1.37380  -0.731
C  -3.34834  -3.75784  5.73509  -0.276

- orbital gap (eV) = 5.6
- energy relative to the best compared isomer or geometry (same formula, charge and spin) (eV) = 3.942
- HOMO level (eV) = -7.428